ORCA calculation (ωB97M-V/def2-TZVPD) on a cluster of 2 separate species, C4H6O2 in total.

Geometry as ORCA input:
```
! RIJCOSX wB97M-V def2-TZVPD def2/J DEFGRID3
* xyz 0 1
O -0.4660 -0.0250 1.4324
O -0.5330 1.2845 -0.2782
C 0.4272 -0.6366 0.5032
C 0.3789 0.2612 -0.6728
C 1.6281 0.1892 0.1527
C -1.0065 1.0935 0.9528
H 2.4764 -0.3323 -0.2804
H -2.7647 -0.8885 -0.8908
H 0.3082 -0.0122 -1.7181
H -2.7221 -0.2519 -0.5063
H 0.4027 -1.7189 0.5181
H 1.8706 1.0369 0.7874
*
```

As for the LUMO energy: 0.9 eV. The calculation puts the molar mass at 86.09 u. The HOMO energy is -9.7 eV. The HOMO-LUMO gap is 0.3883 Eh. For the energy relative to the best compared isomer or geometry (same formula, charge and spin), the calculation gives 407.41 kJ/mol.

Atomic partial charges in e from the Löwdin method, atoms 1 to 8: atom 1 (O): -0.036, atom 2 (O): -0.053, atom 3 (C): -0.221, atom 4 (C): -0.228, atom 5 (C): -0.015, atom 6 (C): -0.087, atom 7 (H): 0.115, atom 8 (H): 0.056

ORCA calculation (ωB97M-V/def2-TZVPD) on a structure of composition C28H31F6FeN7O5PS3.

Geometry as ORCA input:
```
! RIJCOSX wB97M-V def2-TZVPD def2/J DEFGRID3
* xyz -2 6
Fe -0.4127 0.0180 -0.3899
S 0.9525 -2.2993 -0.5444
S -0.5494 -1.1180 3.1158
S 3.3883 -0.5300 -2.2922
P 2.6338 -2.1885 -1.5827
F -4.0812 -2.5667 -0.0623
F -5.1083 -0.5948 -2.7941
F -3.0831 -0.0695 -3.2916
F -4.1774 -0.8648 1.2556
F -5.6954 -1.1497 -0.2463
F -3.5557 -2.0898 -2.7157
O -1.6471 -1.9493 2.7029
O -2.1999 -0.6629 -0.7207
O 0.5516 -1.7376 3.8178
O 3.8280 -2.9064 -0.7376
O 2.4254 -3.2766 -2.7939
N 0.0302 2.7687 -2.4652
N -0.0879 -0.2568 1.8561
N 1.4211 0.8150 0.6137
N 1.6737 0.8941 2.9854
N -0.8743 2.1673 -0.3538
N -2.8611 3.0502 6.7242
N -0.0445 0.4058 -2.5975
C 0.1919 1.7265 -4.5809
C -1.2409 0.0802 4.2391
C -3.8978 1.0621 -0.7924
C 3.1495 2.1176 1.5519
C -0.0558 -0.6787 -3.3840
C 0.0664 -0.6481 -4.7534
C 1.0430 0.4819 1.8754
C -1.0187 3.9013 1.3660
C 3.5391 -4.0919 0.0037
C -2.3085 2.0581 5.8828
C 0.2079 0.5993 -5.3597
C 0.0474 1.6014 -3.1784
C -0.3879 4.8601 0.5519
C -0.0203 4.4037 -0.7537
C -1.2382 2.6308 0.9137
C -3.8118 -0.8053 -2.4405
C -1.1087 1.4380 6.2140
C 3.4368 -3.4150 -3.7811
C -0.2913 3.1063 -1.1258
C -2.9807 1.6643 4.7273
C -4.3566 -1.2648 -0.0094
C -0.5739 0.4577 5.3894
C -3.4920 -0.4075 -0.9730
C 4.8495 -4.8025 0.2689
C 2.7112 1.6981 2.7945
C 3.1491 -4.6777 -4.5661
C 2.4447 1.6282 0.4584
C -2.4493 0.6810 3.9120
H -2.1533 3.5594 7.2325
H 0.3193 0.6882 -6.4346
H 0.4630 5.0653 -1.4660
H 2.1602 -4.6224 -5.0236
H 0.3791 -0.0041 5.6096
H 3.2187 2.0354 3.6960
H 0.0611 -1.5699 -5.3171
H -0.1582 -1.6201 -2.8588
H 0.2735 2.7149 -5.0171
H 5.5103 -4.1805 0.8742
H -4.9630 1.2160 -0.9693
H -0.1741 5.8645 0.8882
H 4.4232 -3.4624 -3.3085
H -1.6838 1.8847 1.5583
H 4.6693 -5.7386 0.8023
H 2.8524 -4.7310 -0.5577
H -0.5804 1.7405 7.1126
H -2.9684 0.3717 3.0129
H 3.9918 2.7837 1.4357
H -3.3077 1.6744 -1.4719
H 0.2678 3.5766 -3.0118
H -3.4457 3.6977 6.2162
H 3.4287 -2.5331 -4.4274
H -1.3263 4.1430 2.3785
H 2.7133 1.8738 -0.5623
H -3.6426 1.3731 0.2192
H 5.3584 -5.0278 -0.6702
H -3.9183 2.1405 4.4610
H 3.0388 -3.8118 0.9329
H 3.1711 -5.5507 -3.9116
H 3.8911 -4.8151 -5.3564
*
```

As for the LUMO energy (spin up / spin down): 4.4 / 4.4 eV. The calculation puts the molar mass at 842.61 u. The HOMO energy (spin up / spin down) is 0.8 / -2.2 eV. The HOMO-LUMO gap (spin up / spin down) is 0.1315 / 0.2425 Eh. For the energy relative to the best compared isomer or geometry (same formula, charge and spin), the calculation gives 39.68 kJ/mol.

Atomic partial charges in e from the Löwdin method, atoms 1 to 8: atom 1 (Fe): 0.618, atom 2 (S): 0.392, atom 3 (S): 0.561, atom 4 (S): 0.221, atom 5 (P): -0.157, atom 6 (F): 0.162, atom 7 (F): 0.110, atom 8 (F): 0.142

ORCA calculation (ωB97M-V/def2-TZVPD) on a cluster of 2 separate species, C8H18NSi in total.

Geometry as ORCA input:
```
! RIJCOSX wB97M-V def2-TZVPD def2/J DEFGRID3
* xyz 1 1
Si -0.3960 1.1858 2.1067
N -1.2378 -0.2379 2.3782
C 0.9898 -0.9443 -1.6916
C 0.6277 -2.0492 -1.0012
C 0.4894 -0.7478 -3.0795
C -2.1216 -0.9182 0.2557
C 1.3399 1.5444 2.7800
C -2.0060 -0.9981 1.7072
C 1.7893 0.1290 -1.0812
C -1.6896 2.5868 1.5346
H 1.1783 -0.2797 -3.7335
H 2.2060 1.4950 2.1016
H -0.4457 -0.2856 -3.1622
H -2.6720 2.4487 2.0895
H 2.7800 -0.2419 -1.1876
H 0.9930 -2.2408 -0.0752
H 1.7808 1.0774 -1.5566
H 1.4261 0.8316 3.6667
H -1.4077 3.6565 1.5881
H 1.2627 2.5452 3.2699
H -3.2795 -0.7350 0.0329
H -1.4259 -0.1505 -0.0554
H 0.0954 -2.8376 -1.5211
H -2.3689 -1.8558 2.3320
H 1.5043 0.3508 0.0085
H -1.9503 -1.8295 -0.2857
H 0.3852 -1.7370 -3.5866
H -1.8660 2.4583 0.5438
*
```

As for the LUMO energy: -5.0 eV. The calculation puts the molar mass at 156.33 u. The HOMO energy is -12.2 eV. The HOMO-LUMO gap is 0.2667 Eh. For the energy relative to the best compared isomer or geometry (same formula, charge and spin), the calculation gives 7.18 kJ/mol.

Atomic partial charges in e from the Löwdin method, atoms 1 to 8: atom 1 (Si): 0.892, atom 2 (N): -0.034, atom 3 (C): -0.414, atom 4 (C): 0.022, atom 5 (C): -0.059, atom 6 (C): -0.061, atom 7 (C): -0.168, atom 8 (C): -0.221